{
  "formula": "C6H12NO5S",
  "method": "ωB97M-V/def2-TZVPD",
  "elements": ["C", "C", "C", "C", "C", "C", "N", "O", "O", "O", "O", "O", "S", "H", "H", "H", "H", "H", "H", "H", "H", "H", "H", "H", "H"],
  "coordinates": [[2.2686, 0.8108, -1.0251], [2.2848, 1.0132, 0.5170], [1.0209, -0.0777, -1.1951], [1.9943, -0.3140, 1.1190], [0.8547, -0.9235, 0.1049], [-0.4960, -0.6514, 0.8285], [-1.8889, 0.0830, -1.0794], [-3.7879, -1.2163, 0.4182], [-4.4355, 0.4562, -1.1585], [-3.0138, 1.1304, 0.7914], [-0.5929, 0.6927, 1.1203], [-1.2267, -1.4858, 1.3761], [-3.2535, 0.2304, -0.3555], [2.1343, 1.7003, -1.5893], [3.0832, 0.0292, -1.3718], [3.1947, 1.4866, 0.9912], [1.4174, 1.6485, 0.6956], [0.1183, 0.6337, -1.2276], [1.0661, -0.7771, -2.0314], [2.9078, -0.9384, 1.1489], [1.6583, -0.2614, 2.0822], [1.1422, -2.0348, -0.1368], [-1.9882, -0.6200, -1.8304], [-1.5974, 0.8941, 1.1062], [-2.8649, -1.5086, 0.7012]],
  "mulliken_charge": [-0.64, -0.45, -0.79, -1.02, 0.43, 0.11, -0.57, -0.59, -0.67, -0.69, -0.45, -0.77, 0.98, 0.41, 0.25, 0.36, 0.17, 0.29, 0.36, 0.33, 0.46, 0.38, 0.12, 0.54, 0.46],
  "total_charge": -1,
  "de_lowest_kj_mol": 165.26,
  "gap_ev": 8.9,
  "e_homo_ha": -0.2022
}



{
  "formula": "C30H31AsBF4N2O3PPdS",
  "method": "ωB97M-V/def2-TZVPD",
  "elements": ["Pd", "C", "S", "O", "O", "O", "H", "H", "H", "C", "C", "As", "C", "C", "C", "C", "C", "C", "C", "C", "C", "C", "C", "C", "P", "C", "C", "C", "C", "C", "C", "C", "C", "C", "C", "C", "C", "H", "H", "H", "H", "H", "H", "H", "H", "H", "H", "H", "H", "H", "H", "H", "H", "H", "H", "H", "H", "H", "H", "H", "H", "N", "C", "C", "C", "N", "H", "H", "H", "H", "F", "B", "F", "F", "F"],
  "coordinates": [[-1.2315, -0.5102, -1.9306], [-3.4264, -1.4861, -3.7519], [-3.2162, 0.2559, -4.1178], [-4.1658, 0.5577, -5.1782], [-3.4557, 0.9415, -2.8603], [-1.8158, 0.4025, -4.5694], [-3.4974, -1.6733, -2.6789], [-2.5982, -2.0618, -4.1575], [-4.3585, -1.7970, -4.2201], [0.0632, 1.1875, 0.9413], [0.8133, -0.0544, 1.4136], [1.8347, 0.2720, 3.0530], [1.8969, -1.5612, 3.7427], [1.7398, -2.6550, 2.8953], [1.8049, -3.9510, 3.3966], [2.0344, -4.1644, 4.7463], [2.2021, -3.0790, 5.5972], [2.1367, -1.7878, 5.0957], [0.3393, 0.8954, 4.1564], [-0.8054, 0.1231, 4.3459], [-1.8706, 0.6158, 5.0828], [-1.8000, 1.8875, 5.6424], [-0.6662, 2.6609, 5.4620], [0.4017, 2.1631, 4.7194], [-0.3000, 1.0098, -0.8715], [1.4541, 1.3203, -1.4452], [2.1850, 0.2423, -1.9364], [3.5132, 0.3886, -2.3239], [4.1327, 1.6257, -2.2387], [3.4142, 2.7153, -1.7575], [2.0946, 2.5579, -1.3606], [-0.9849, 2.6857, -1.2251], [-0.9046, 3.1952, -2.5212], [-1.5238, 4.3848, -2.8623], [-2.2534, 5.0935, -1.9145], [-2.3630, 4.5881, -0.6289], [-1.7373, 3.3938, -0.2912], [0.5988, 2.1236, 1.1408], [-0.8893, 1.2409, 1.4727], [1.5334, -0.3848, 0.6618], [0.1147, -0.8751, 1.5794], [1.5428, -2.5156, 1.8406], [1.6551, -4.7856, 2.7238], [2.0720, -5.1738, 5.1376], [2.3769, -3.2379, 6.6549], [2.2592, -0.9489, 5.7734], [-0.8711, -0.8662, 3.9069], [-2.7601, 0.0118, 5.2104], [-2.6376, 2.2749, 6.2101], [-0.6085, 3.6552, 5.8886], [1.2842, 2.7750, 4.5704], [1.6937, -0.7202, -2.0326], [4.0447, -0.4752, -2.7060], [5.1643, 1.7445, -2.5501], [3.8829, 3.6909, -1.6911], [1.5479, 3.4180, -0.9890], [-0.3912, 2.6240, -3.2868], [-1.4633, 4.7425, -3.8832], [-2.7522, 6.0169, -2.1854], [-2.9509, 5.1123, 0.1162], [-1.8602, 3.0114, 0.7150], [0.2402, -1.3383, -4.3775], [1.3949, -1.7211, -4.9395], [1.8366, -2.8301, -4.2398], [0.8499, -3.0383, -3.2575], [-0.1021, -2.1231, -3.3484], [-0.4130, -0.5742, -4.6048], [1.8130, -1.1803, -5.7721], [2.7324, -3.4002, -4.4172], [0.7540, -3.8016, -2.5006], [-1.5855, -5.0640, 0.7388], [-2.1606, -4.5565, -0.4555], [-3.5625, -4.6785, -0.3806], [-1.6785, -5.3206, -1.5475], [-1.7909, -3.2143, -0.6251]],
  "mulliken_charge": [-0.66, -1.01, 1.14, -0.75, -0.60, -0.83, 0.33, 0.24, 0.43, -1.55, -1.08, 0.10, 0.17, -0.13, -0.70, -0.37, -0.52, -0.37, 0.06, -0.08, -0.65, -0.39, -0.48, -0.39, 2.06, 0.17, -0.21, -0.74, -0.44, -0.75, -0.31, 0.26, -0.33, -0.63, -0.49, -0.51, -0.40, 0.51, 0.59, 0.62, 0.59, 0.41, 0.40, 0.35, 0.36, 0.32, 0.40, 0.39, 0.36, 0.38, 0.36, 0.25, 0.45, 0.36, 0.37, 0.37, 0.29, 0.35, 0.32, 0.36, 0.19, 0.65, -0.47, -0.81, -0.42, -0.42, 0.23, 0.46, 0.41, 0.48, -0.42, 0.37, -0.41, -0.44, -0.14],
  "total_charge": -2,
  "de_lowest_kj_mol": 32.86,
  "gap_ev": 5.5,
  "e_homo_ha": -0.0524
}



{
  "formula": "C26H21As2Cl3Cu2F52O5Pt",
  "method": "ωB97M-V/def2-TZVPD",
  "elements": ["Pt", "Cu", "Cu", "As", "F", "F", "F", "F", "F", "F", "As", "F", "F", "F", "F", "F", "F", "C", "C", "C", "F", "F", "F", "F", "O", "C", "C", "F", "F", "F", "F", "H", "H", "H", "H", "C", "C", "C", "F", "F", "F", "F", "O", "C", "C", "F", "F", "F", "F", "H", "H", "H", "H", "C", "C", "C", "F", "F", "F", "F", "O", "C", "C", "F", "F", "F", "F", "H", "H", "H", "H", "C", "C", "C", "F", "F", "F", "F", "O", "C", "C", "F", "F", "F", "F", "H", "H", "H", "H", "C", "C", "C", "F", "F", "F", "F", "O", "C", "C", "F", "F", "F", "F", "H", "H", "H", "H", "C", "Cl", "Cl", "Cl", "H"],
  "coordinates": [[34.1787, -1.3388, 0.3028], [37.9795, -7.4262, 1.1376], [28.0922, -3.8392, 0.7168], [32.6430, -6.7727, -1.4279], [32.9270, -6.7465, -3.2217], [30.9938, -6.0212, -1.6178], [32.3420, -6.8370, 0.3156], [34.2325, -7.4972, -1.0786], [33.3894, -5.1483, -1.3062], [31.9326, -8.3768, -1.6951], [29.7026, 0.1307, -3.3073], [30.7492, 1.2528, -4.2566], [28.2353, 0.8156, -4.1343], [28.6245, -0.9669, -2.2598], [31.1353, -0.6352, -2.5869], [29.7271, 1.3463, -2.0362], [29.8502, -1.0789, -4.5729], [37.9001, -10.8059, -4.7779], [37.6496, -11.7760, -3.5606], [38.7103, -12.9135, -3.6102], [39.9690, -12.4816, -3.8268], [38.8380, -13.6880, -2.5117], [37.7275, -11.0763, -2.4015], [36.4783, -12.4273, -3.5776], [38.1967, -11.5282, -5.9656], [38.2057, -10.6938, -7.1384], [38.2701, -11.5702, -8.3960], [37.3964, -12.5748, -8.4712], [38.2457, -10.8872, -9.5610], [37.0052, -10.0740, -7.1380], [39.1639, -9.7558, -7.1232], [38.6733, -10.0387, -4.7355], [36.9759, -10.2389, -4.8898], [38.4453, -13.6182, -4.3984], [39.2507, -12.0448, -8.4321], [26.2376, -12.3977, 3.3031], [26.9532, -11.0457, 3.3427], [27.2283, -10.4914, 1.9605], [26.2223, -10.4088, 1.1378], [27.6222, -9.2740, 2.1350], [26.2533, -10.1812, 4.0740], [28.0865, -11.2873, 3.9951], [26.9134, -13.4346, 2.6322], [26.6435, -14.7498, 3.0571], [27.6479, -15.7233, 2.2851], [28.9158, -15.4750, 2.6032], [27.4332, -17.0781, 2.4286], [26.8135, -14.8626, 4.4078], [25.3289, -14.9832, 2.7887], [25.3997, -12.2548, 2.6208], [25.9195, -12.7284, 4.2918], [28.0527, -11.0667, 1.5393], [27.5526, -15.4585, 1.2320], [24.5934, -6.4168, -4.8255], [23.6026, -5.3291, -4.3370], [24.3111, -4.4788, -3.1541], [23.4435, -3.8577, -2.4103], [25.1342, -5.1247, -2.3292], [23.2460, -4.4643, -5.3153], [22.5797, -6.0274, -3.9255], [25.7402, -5.9930, -5.5473], [26.7334, -6.9701, -5.8813], [27.8954, -6.2720, -6.5997], [28.8405, -7.0471, -7.1304], [27.5214, -5.4261, -7.5406], [27.1688, -7.6042, -4.7858], [26.1952, -7.8138, -6.7858], [24.0769, -7.0655, -5.5329], [24.8914, -7.0768, -4.0109], [24.9249, -3.6675, -3.5455], [28.4768, -5.6614, -5.9088], [33.4618, -9.7088, 5.7465], [34.3656, -8.4933, 6.0380], [33.6104, -7.2679, 6.3714], [32.9668, -6.6503, 5.3608], [32.7321, -7.4976, 7.3622], [35.2054, -8.8232, 7.0291], [35.1395, -8.2289, 4.9536], [34.1247, -10.9213, 5.3190], [34.0106, -11.2481, 3.9950], [34.8513, -12.4836, 3.8032], [34.9710, -12.9496, 2.5652], [36.1426, -12.3535, 4.2605], [32.7209, -11.4076, 3.6550], [34.5450, -10.2502, 3.2789], [32.6386, -9.4971, 5.0641], [33.0573, -10.0525, 6.6986], [34.3564, -6.5635, 6.7392], [34.5266, -13.3792, 4.3329], [40.3569, -3.0370, -9.3314], [40.0829, -3.1703, -10.8138], [41.2626, -2.7270, -11.6775], [41.6569, -1.4867, -11.4511], [42.2842, -3.5022, -11.4924], [39.6337, -4.3705, -11.1859], [39.0775, -2.2924, -11.0266], [39.2815, -3.4643, -8.5016], [38.4706, -2.6683, -7.6746], [37.4533, -3.5855, -6.8935], [37.9707, -4.2293, -5.8986], [36.3629, -2.9383, -6.5488], [39.1737, -1.8682, -6.8306], [37.7945, -1.8701, -8.5010], [40.5579, -2.0309, -8.9634], [41.2851, -3.5569, -9.0942], [41.0025, -2.8740, -12.7257], [37.1099, -4.3287, -7.6131], [31.6726, -12.6288, -5.3870], [33.0186, -13.6562, -6.0066], [31.0827, -13.2833, -3.8311], [30.4198, -12.3854, -6.5752], [32.1501, -11.6617, -5.2293]],
  "mulliken_charge": [0.99, 1.00, 1.00, 2.11, -0.51, -0.55, -0.51, -0.53, -0.52, -0.50, 2.00, -0.49, -0.49, -0.57, -0.52, -0.46, -0.46, -0.85, 0.91, 0.12, -0.26, -0.28, -0.31, -0.26, -0.41, 0.90, 0.16, -0.22, -0.26, -0.29, -0.25, 0.42, 0.43, 0.24, 0.21, -0.93, 1.05, 0.21, -0.27, -0.29, -0.32, -0.28, -0.40, 0.85, 0.25, -0.22, -0.26, -0.27, -0.28, 0.30, 0.44, 0.26, 0.16, -0.93, 0.93, 0.16, -0.27, -0.27, -0.27, -0.28, -0.39, 0.94, 0.15, -0.27, -0.23, -0.26, -0.29, 0.41, 0.36, 0.28, 0.22, -1.17, 1.16, 0.07, -0.24, -0.26, -0.29, -0.29, -0.36, 1.01, 0.03, -0.25, -0.25, -0.27, -0.28, 0.52, 0.41, 0.25, 0.22, -1.17, 1.12, 0.12, -0.26, -0.26, -0.29, -0.29, -0.40, 0.93, 0.18, -0.25, -0.26, -0.28, -0.28, 0.43, 0.51, 0.27, 0.18, 0.14, 0.20, 0.15, 0.13, 0.38],
  "spin_multiplicity": 3,
  "total_charge": 2,
  "gap_ev": [4.5, 1.4],
  "e_homo_ha": [-0.5056, -0.5056]
}